Record 1
ORCA calculation (wB97M-V/def2-TZVPD) on 9 unconnected molecules or ions with the total composition C30H78Br6N6O6 in a non-equilibrium geometry.

Geometry (Å):
Br: -2.441 -1.397 1.191
C: -0.913 -0.125 1.016
C: 0.405 -0.931 1.192
Br: 1.926 0.305 0.928
H: -1.032 0.651 1.772
H: -0.975 0.308 0.018
H: 0.559 -1.832 0.598
H: 0.474 -1.175 2.252
Br: 0.832 4.023 6.096
C: 0.386 2.129 5.555
C: 1.685 1.340 5.146
Br: 1.233 -0.548 4.700
H: -0.249 2.175 4.670
H: -0.174 1.624 6.341
H: 2.374 1.261 5.987
H: 2.148 1.798 4.272
Br: -7.746 -0.865 3.808
C: -6.012 -0.920 4.800
C: -5.009 -1.732 4.006
Br: -3.264 -1.754 4.845
H: -6.240 -1.236 5.818
H: -5.648 0.105 4.873
H: -4.812 -1.347 3.005
H: -5.304 -2.771 3.861
C: -2.748 -0.405 -5.722
C: -2.331 0.078 -4.338
C: -1.333 -0.909 -3.673
O: -1.723 -2.235 -3.731
C: -2.807 -2.563 -2.840
N: -1.788 1.425 -4.501
H: -2.927 -1.478 -5.794
H: -2.024 -0.135 -6.491
H: -3.668 0.132 -5.953
H: -3.223 0.197 -3.723
H: -1.053 -0.628 -2.658
H: -0.412 -0.885 -4.256
H: -3.718 -1.964 -2.851
H: -2.400 -2.537 -1.829
H: -3.046 -3.612 -3.017
H: -0.961 1.336 -5.075
H: -2.428 2.012 -5.017
C: -4.604 2.221 -2.050
C: -3.275 2.999 -1.996
C: -3.365 4.093 -0.842
O: -4.229 5.213 -1.058
C: -3.571 6.138 -1.916
N: -2.278 1.942 -1.654
H: -4.821 1.643 -1.151
H: -4.672 1.527 -2.888
H: -5.368 2.995 -2.121
H: -3.019 3.483 -2.939
H: -2.368 4.380 -0.508
H: -3.786 3.608 0.039
H: -4.210 6.993 -2.134
H: -3.313 5.738 -2.896
H: -2.623 6.480 -1.501
H: -2.143 1.355 -2.465
H: -1.459 2.482 -1.416
C: 1.878 -1.961 -2.303
C: 1.681 -3.448 -2.186
C: 2.886 -4.284 -1.734
O: 3.982 -4.039 -2.604
C: 5.162 -4.759 -2.320
N: 0.555 -3.631 -1.267
H: 1.781 -1.421 -1.362
H: 1.109 -1.521 -2.938
H: 2.774 -1.672 -2.854
H: 1.358 -3.842 -3.149
H: 2.615 -5.324 -1.919
H: 3.086 -4.127 -0.675
H: 5.896 -4.328 -3.001
H: 5.105 -5.836 -2.475
H: 5.582 -4.607 -1.326
H: 0.065 -4.510 -1.191
H: -0.199 -3.052 -1.607
C: -0.063 6.895 -3.806
C: 0.279 5.904 -2.632
C: 0.434 4.431 -3.042
O: 0.930 3.735 -1.894
C: 1.334 2.421 -2.282
N: 1.417 6.427 -1.932
H: -0.923 6.575 -4.395
H: 0.818 7.123 -4.407
H: -0.380 7.830 -3.345
H: -0.538 5.841 -1.913
H: 1.151 4.433 -3.863
H: -0.472 3.989 -3.455
H: 0.653 1.693 -2.724
H: 1.809 1.923 -1.437
H: 2.196 2.442 -2.949
H: 1.612 5.592 -1.399
H: 2.203 6.358 -2.563
C: 0.170 -4.429 2.325
C: -0.902 -5.530 2.291
C: -1.295 -5.902 0.818
O: -0.264 -6.497 -0.023
C: -0.810 -6.967 -1.219
N: -0.541 -6.755 3.057
H: 1.069 -4.695 1.769
H: 0.456 -4.380 3.376
H: -0.231 -3.437 2.121
H: -1.831 -5.154 2.721
H: -1.664 -5.003 0.325
H: -2.200 -6.510 0.852
H: -1.771 -6.541 -1.505
H: -1.061 -8.000 -0.976
H: -0.095 -6.979 -2.042
H: -1.043 -7.628 2.989
H: 0.393 -7.030 2.790
C: 4.580 1.622 2.622
C: 5.708 1.539 3.698
C: 5.240 1.444 5.182
O: 4.571 2.681 5.492
C: 4.667 3.018 6.854
N: 6.443 0.293 3.444
H: 4.048 0.671 2.643
H: 4.960 1.866 1.630
H: 3.953 2.423 3.013
H: 6.394 2.375 3.563
H: 6.138 1.280 5.779
H: 4.606 0.585 5.400
H: 4.363 2.224 7.537
H: 3.941 3.801 7.075
H: 5.645 3.466 7.030
H: 7.266 0.308 4.030
H: 6.812 0.385 2.509

**Energy**: -17413.3740 Eh
**LUMO level (alpha / beta)**: -2.359 / -8.223 eV
**Spin multiplicity**: 2
**HOMO-LUMO gap (alpha / beta)**: 0.320 / 0.104 Ha
**Charge**: +1
**Molecular weight**: 1098.41 g/mol

---

Record 2
ORCA calculation (wB97M-V/def2-TZVPD) on a molecular structure, C12H21GaI2N2O in a non-equilibrium geometry.

Geometry (Å):
C: -3.211 1.594 -1.503
I: -3.238 1.943 -3.446
H: -4.225 1.402 -1.218
H: -2.624 0.634 -1.211
H: -2.737 2.310 -0.820
C: 0.333 -3.003 -2.857
C: -0.164 -1.655 -1.077
N: 0.662 -1.859 -2.142
H: -1.243 -4.491 -2.388
I: 2.742 -1.009 1.045
N: -0.986 -2.761 -1.097
H: 0.882 -3.299 -3.729
Ga: 0.049 -0.010 -0.013
C: -1.891 -0.635 2.002
O: -2.960 -0.244 1.651
C: -0.692 -3.570 -2.184
C: -2.037 -3.075 -0.140
H: -2.227 -4.157 -0.187
H: -2.977 -2.552 -0.366
H: -1.729 -2.814 0.886
C: 1.708 -0.943 -2.520
H: 2.160 -1.275 -3.455
H: 2.466 -0.917 -1.723
H: 1.331 0.091 -2.645
C: 1.656 2.455 0.499
C: 1.381 1.825 1.862
C: 2.585 1.964 2.783
C: 0.070 2.374 2.479
C: 1.108 0.327 1.642
H: 1.779 3.525 0.685
H: 0.848 2.334 -0.256
H: 2.573 2.050 0.062
H: 2.719 3.043 2.890
H: 2.361 1.506 3.756
H: 3.493 1.508 2.346
H: -0.833 2.113 1.881
H: -0.021 1.981 3.517
H: 0.193 3.469 2.499
H: 0.696 -0.179 2.492

**Energy above the lowest of the compared OMol25 structures with the same formula, charge and spin**: 3.0 kcal per mole
**Energy**: -3174.5271 Eh
**LUMO level (alpha / beta)**: 3.653 / 3.664 eV
**Spin multiplicity**: 1
**HOMO-LUMO gap (alpha / beta)**: 0.089 / 0.048 Ha
**Charge**: -2
**Molecular weight**: 532.84 g/mol

---

Record 3
ORCA calculation (wB97M-V/def2-TZVPD) on a molecular structure, C15H27AsCoN2O6S3 in a non-equilibrium geometry.

Geometry (Å):
Co: 0.855 0.927 0.394
O: -0.507 1.833 1.680
S: 0.501 2.878 1.998
O: 0.398 3.416 3.313
O: 1.795 2.225 1.670
C: 0.311 4.237 0.829
C: 0.036 5.459 1.422
C: -0.074 6.609 0.655
C: 0.111 6.546 -0.717
C: 0.375 5.322 -1.312
C: 0.471 4.169 -0.547
S: 0.650 2.667 -1.503
O: 0.618 2.988 -2.896
O: -0.445 1.755 -1.079
O: 1.883 1.925 -1.117
H: -0.079 5.484 2.496
H: -0.304 7.552 1.127
H: 0.048 7.438 -1.320
H: 0.494 5.235 -2.381
C: 1.016 -0.503 -2.878
As: 2.215 -1.319 -1.576
C: 1.640 -3.176 -1.223
C: 3.886 -1.585 -2.556
S: 2.802 -0.492 0.311
H: 0.586 -1.278 -3.514
H: 1.617 0.179 -3.481
H: 0.232 0.075 -2.396
H: 1.736 -3.781 -2.126
H: 0.618 -3.210 -0.849
H: 2.322 -3.560 -0.461
H: 3.718 -2.196 -3.447
H: 4.607 -2.078 -1.897
H: 4.283 -0.607 -2.843
C: -1.747 -4.387 2.168
C: -2.322 -2.988 2.389
N: -1.990 -2.058 1.321
C: -2.987 -1.854 0.282
C: -2.828 -2.799 -0.907
C: -0.797 -1.458 1.277
C: 0.122 -1.587 2.451
N: -0.359 -0.779 0.247
H: -1.916 -4.991 3.056
H: -0.679 -4.346 1.976
H: -2.226 -4.880 1.329
H: -1.963 -2.597 3.339
H: -3.408 -3.059 2.453
H: -2.948 -0.815 -0.053
H: -3.968 -2.009 0.734
H: -1.890 -2.627 -1.430
H: -3.645 -2.641 -1.604
H: -2.861 -3.836 -0.591
H: -0.393 -1.266 3.354
H: 0.980 -0.930 2.307
H: 0.477 -2.605 2.592
H: -1.066 -0.622 -0.465

**Energy**: -5961.6058 Eh
**LUMO level (alpha / beta)**: -2.323 / -5.714 eV
**Spin multiplicity**: 5
**HOMO-LUMO gap (alpha / beta)**: 0.375 / 0.242 Ha
**Charge**: +1
**Molecular weight**: 561.45 g/mol

---

Record 4
ORCA calculation (wB97M-V/def2-TZVPD) on a molecular structure, C35H43CaClN2Si2 in a non-equilibrium geometry.

Geometry (Å):
C: -2.295 -0.800 4.144
C: -3.136 -0.534 3.034
C: -2.971 -1.587 2.081
H: -3.881 0.267 2.980
C: -1.996 -2.498 2.616
C: -1.599 -2.012 3.889
H: -0.951 -2.528 4.607
H: -2.332 -0.280 5.113
H: -3.600 -1.760 1.206
H: -1.721 -3.464 2.189
Ca: -0.990 -0.670 0.931
Si: -1.296 -0.967 -3.076
C: -0.887 0.618 -3.955
C: 0.315 0.665 -4.684
H: 0.896 -0.257 -4.807
C: 0.732 1.832 -5.327
H: 1.718 1.852 -5.794
C: -0.103 2.942 -5.348
H: 0.226 3.858 -5.829
C: -1.376 2.838 -4.805
H: -2.030 3.702 -4.896
C: -1.767 1.688 -4.116
H: -2.780 1.600 -3.729
C: -0.923 -2.180 -4.449
C: -1.333 -1.915 -5.767
H: -2.169 -1.245 -5.928
C: -0.603 -2.395 -6.848
H: -0.892 -2.129 -7.854
C: 0.496 -3.218 -6.637
H: 1.129 -3.526 -7.460
C: 0.788 -3.637 -5.343
H: 1.616 -4.320 -5.131
C: -0.008 -3.226 -4.268
H: 0.201 -3.653 -3.282
H: -2.680 -1.029 -2.614
Si: 2.386 0.393 -2.625
C: 1.514 -1.174 -1.865
C: -0.010 -1.258 -1.698
H: -0.379 -0.250 -1.382
C: -0.578 -2.383 -0.929
H: -1.680 -2.499 -0.874
C: 0.267 -3.287 -0.304
H: -0.160 -4.086 0.300
C: 1.667 -3.231 -0.474
H: 2.330 -3.907 0.098
C: 2.243 -2.193 -1.251
H: 3.331 -2.123 -1.340
C: 1.335 1.770 -1.713
C: 0.458 1.482 -0.626
H: 0.740 0.584 0.000
C: -0.764 2.184 -0.492
H: -1.652 1.792 0.061
C: -0.870 3.438 -1.121
H: -1.763 4.045 -0.975
C: 0.139 3.868 -1.973
H: 0.105 4.840 -2.453
C: 1.228 3.043 -2.271
H: 1.965 3.327 -3.016
H: 3.650 0.461 -2.037
Cl: 1.478 -0.583 1.839
C: 0.371 2.887 2.644
N: 0.090 1.999 3.762
C: -1.154 2.342 4.426
C: 1.238 1.906 4.630
C: 1.098 0.991 5.842
N: 1.294 -0.395 5.537
C: 2.616 -0.784 5.110
C: 0.709 -1.336 6.467
H: 1.019 2.388 1.919
H: -0.554 3.183 2.138
H: 0.878 3.796 3.011
H: -1.117 3.366 4.847
H: -1.971 2.295 3.693
H: -1.380 1.637 5.234
H: 2.086 1.592 4.018
H: 1.465 2.908 5.045
H: 1.871 1.328 6.558
H: 0.124 1.118 6.328
H: 3.398 -0.531 5.841
H: 2.644 -1.864 4.943
H: 2.866 -0.324 4.159
H: 0.765 -2.349 6.045
H: -0.346 -1.091 6.636
H: 1.214 -1.344 7.453

**Energy above the lowest of the compared OMol25 structures with the same formula, charge and spin**: 16.3 kcal per mole
**Energy**: -3185.6308 Eh
**LUMO level (alpha / beta)**: -1.227 / -1.564 eV
**Spin multiplicity**: 1
**HOMO-LUMO gap (alpha / beta)**: 0.220 / 0.208 Ha
**Molecular weight**: 623.45 g/mol

---

Record 5
ORCA calculation (wB97M-V/def2-TZVPD) on a molecular structure, C44H78BBaN7OSi2 in a non-equilibrium geometry.

Geometry (Å):
Ba: -1.761 0.468 -0.063
N: 0.298 4.501 -1.445
C: 1.046 4.416 -0.196
C: 2.020 3.261 -0.238
N: 1.399 1.922 -0.256
C: 1.881 1.162 -1.422
C: 1.375 1.690 -2.757
N: -0.031 1.400 -3.041
C: 1.825 1.173 0.941
C: 1.364 1.763 2.279
N: 0.094 1.258 2.800
H: 0.896 4.848 -2.189
H: -0.456 5.168 -1.350
H: 0.343 4.256 0.621
H: 1.603 5.337 0.028
H: 2.686 3.334 0.628
H: 2.667 3.377 -1.113
H: 1.539 0.127 -1.301
H: 2.985 1.129 -1.415
H: 1.987 1.280 -3.563
H: 1.482 2.775 -2.801
H: -0.616 1.997 -2.464
H: -0.230 0.416 -2.887
H: 2.927 1.075 0.926
H: 1.442 0.148 0.870
H: 1.263 2.847 2.210
H: 2.145 1.577 3.022
H: -0.001 0.257 2.680
H: -0.700 1.807 2.485
C: -4.661 0.347 0.537
Si: -3.741 1.909 1.436
C: -3.275 0.955 3.026
C: -5.052 3.119 1.964
C: -2.377 2.821 0.410
C: -2.233 4.075 1.162
C: -2.490 5.374 0.690
C: -2.250 6.467 1.500
C: -1.785 6.274 2.793
C: -1.608 4.966 3.212
N: -1.814 3.903 2.439
Si: -3.095 2.867 -1.355
C: -4.963 3.198 -1.386
C: -2.640 4.067 -2.726
C: -3.109 1.200 -2.552
H: -4.761 -0.374 1.353
H: -4.240 -0.243 -0.297
H: -5.655 0.668 0.234
H: -4.295 0.743 3.364
H: -2.866 1.687 3.726
H: -2.658 0.066 2.989
H: -4.721 3.567 2.904
H: -6.014 2.639 2.156
H: -5.182 3.914 1.233
H: -2.891 5.520 -0.301
H: -2.440 7.467 1.128
H: -1.586 7.101 3.459
H: -1.270 4.752 4.221
H: -5.148 4.275 -1.309
H: -5.567 2.706 -0.627
H: -5.348 2.894 -2.362
H: -2.779 5.112 -2.449
H: -3.350 3.845 -3.524
H: -1.629 3.947 -3.111
H: -4.174 1.050 -2.722
H: -2.665 0.198 -2.425
H: -2.659 1.595 -3.463
O: -1.982 -3.646 0.222
H: -2.682 -3.167 0.673
H: -1.238 -3.007 0.129
C: -1.643 -2.170 2.993
C: -0.635 -3.307 3.120
C: -1.096 -4.331 4.154
C: 0.700 -2.670 3.422
C: 1.015 -2.302 4.728
C: 2.227 -1.703 5.021
C: 3.135 -1.475 4.000
C: 2.847 -1.820 2.683
C: 3.885 -1.589 1.605
C: 4.759 -0.356 1.867
C: 4.809 -2.803 1.450
C: 1.608 -2.403 2.393
N: 1.340 -2.814 1.053
B: 0.709 -2.086 -0.070
N: 1.128 -2.977 -1.187
C: 1.775 -4.118 -0.702
C: 1.904 -4.019 0.629
C: 1.216 -2.768 -2.601
C: 2.438 -2.350 -3.148
C: 2.551 -2.224 -4.530
C: 1.491 -2.518 -5.369
C: 0.294 -2.950 -4.824
C: 0.145 -3.088 -3.449
C: -1.189 -3.487 -2.865
C: -1.997 -4.459 -3.718
C: -1.960 -2.192 -2.623
C: 3.652 -2.081 -2.282
C: 4.479 -0.888 -2.770
C: 4.567 -3.311 -2.222
H: -2.658 -2.518 2.777
H: -1.303 -1.492 2.196
H: -1.671 -1.602 3.928
H: -0.559 -3.816 2.162
H: -1.340 -3.875 5.117
H: -0.328 -5.086 4.324
H: -1.995 -4.836 3.794
H: 0.304 -2.494 5.523
H: 2.468 -1.421 6.038
H: 4.088 -1.018 4.235
H: 3.348 -1.437 0.668
H: 5.545 -0.578 2.592
H: 4.186 0.493 2.247
H: 5.253 -0.053 0.942
H: 5.275 -3.036 2.411
H: 5.604 -2.578 0.736
H: 4.279 -3.688 1.096
H: 2.077 -4.923 -1.355
H: 2.326 -4.729 1.324
H: 3.492 -1.900 -4.959
H: 1.601 -2.420 -6.441
H: -0.535 -3.192 -5.476
H: -1.007 -3.956 -1.901
H: -2.364 -4.000 -4.638
H: -2.865 -4.804 -3.153
H: -1.401 -5.332 -3.989
H: -2.192 -1.712 -3.580
H: -1.289 -1.529 -2.060
H: -2.889 -2.354 -2.070
H: 3.289 -1.868 -1.276
H: 5.084 -1.155 -3.640
H: 5.168 -0.568 -1.986
H: 3.854 -0.038 -3.049
H: 4.855 -3.610 -3.233
H: 4.084 -4.157 -1.735
H: 5.479 -3.077 -1.668

**Energy above the lowest of the compared OMol25 structures with the same formula, charge and spin**: 33.3 kcal per mole
**Energy**: -2811.2712 Eh
**LUMO level**: 0.109 eV
**Spin multiplicity**: 1
**HOMO-LUMO gap**: 0.230 Ha
**Molecular weight**: 925.47 g/mol

---

Record 6
ORCA calculation (wB97M-V/def2-TZVPD) on a single C10H12INOS molecule in a non-equilibrium geometry.

Geometry (Å):
C: 1.085 3.520 -1.681
C: 1.152 4.193 -0.516
C: 0.356 2.338 -1.804
C: 0.513 3.749 0.598
C: -0.259 1.742 -0.695
C: -0.239 2.545 0.519
C: 1.054 -2.987 0.191
C: 0.302 -3.944 -0.822
C: 0.526 -4.461 0.548
C: -1.149 0.592 -0.843
N: 1.423 -1.077 1.729
O: -0.324 -0.797 -0.351
S: 0.018 -1.767 0.981
I: -1.146 2.012 2.329
H: 1.483 3.919 -2.536
H: 1.652 5.101 -0.406
H: 0.408 1.783 -2.761
H: 0.530 4.140 1.545
H: -0.678 -3.562 -1.101
H: 1.081 -4.222 -1.583
H: 1.385 -5.007 0.840
H: -0.184 -4.435 1.351
H: -1.355 0.399 -1.841
H: -2.021 0.567 -0.229
H: 1.426 -1.237 2.707
H: 2.223 -1.464 1.248

**Energy above the lowest of the compared OMol25 structures with the same formula, charge and spin**: 35.9 kcal per mole
**Energy**: -1213.8898 Eh
**LUMO level**: -0.078 eV
**Spin multiplicity**: 1
**HOMO-LUMO gap**: 0.256 Ha
**Molecular weight**: 321.18 g/mol